[1]
Formula: C8H35BF4NO9
Source: the Open Molecules 2025 dataset
Level of theory: the ωB97M-V functional and the def2-TZVPD basis

HOMO = -6.90 eV
Electronic energy = -40335.6070 eV
Gap between HOMO and LUMO = 9.6520 eV
Total charge = -1
ΔE to the lowest compared entry with this formula, charge and spin = 1.080 eV
LUMO = 2.751 eV

Structure (XYZ):
```
58
Properties=species:S:1:pos:R:3:forces:R:3
F -0.17844 1.92668 0.54811 0.402 -0.060 -0.385
H -1.14904 -0.31528 3.62145 0.399 0.165 -0.221
C -2.39213 -0.44317 -3.02010 -0.600 0.103 0.731
H -1.97282 3.26743 4.46459 -0.127 -0.037 0.143
H 0.10968 5.41223 1.70447 -0.261 -0.036 0.114
O 1.53145 -2.23086 -1.91758 1.227 1.627 -1.156
H -3.72375 -3.25006 -2.26901 -0.139 -0.798 -0.380
H 3.21791 -0.88780 -2.00644 -0.325 0.281 0.643
O -3.36299 -1.19174 2.18493 -0.514 -0.282 -0.011
H 0.69593 -0.61680 -3.69869 0.181 -1.255 -0.279
H 0.61146 0.37387 -1.71481 -0.238 -0.031 0.620
O 2.53175 2.16869 -0.48444 0.837 0.328 0.498
O -1.09175 -1.02866 4.26130 -0.985 -0.343 0.538
H 0.02474 -3.20826 2.94534 -0.385 0.364 -0.110
F -0.72350 0.72493 2.34405 0.093 0.305 1.491
H 1.64146 -2.66364 3.17656 0.292 -0.191 0.468
H 0.31046 1.36244 -2.90120 0.189 0.034 -0.529
H 2.12464 -0.27747 -5.25670 0.191 0.055 -0.559
H -2.80391 -1.58545 2.85475 0.289 -0.097 0.382
H -2.76265 -0.96300 1.47534 0.100 0.251 -0.185
H 0.88608 -0.72821 4.66304 0.329 -0.015 -0.266
H -3.08742 0.02382 -3.71765 -0.133 -0.035 0.027
H -1.31206 3.38414 -0.39283 0.249 -0.038 0.140
H 3.35352 -2.95395 -1.29295 0.154 -0.037 0.310
H 1.01192 1.07735 2.77367 -0.511 0.008 -0.075
H 0.68690 -1.63662 2.27037 -0.756 -0.073 -0.121
C 2.30251 -2.97337 -1.00469 -0.434 -0.269 0.093
H 2.16426 0.24546 3.29518 0.110 -0.150 -0.074
O -3.27563 -2.72004 -2.93223 -0.314 0.628 1.170
B -0.80246 0.74848 0.94839 1.539 0.406 0.523
H 3.31176 0.51768 -4.33147 0.143 0.750 -0.019
O 1.87219 1.15056 3.18694 0.626 0.283 0.156
H 2.98667 -1.86891 -3.36570 -0.211 -0.131 -0.489
N 1.07174 0.85339 -2.47528 0.344 -0.067 2.326
H 1.97137 -4.01152 -1.03095 -0.079 -0.073 0.043
H -1.51412 -0.71276 -3.60707 0.008 -0.561 0.377
C 2.23133 0.46453 -4.46540 2.000 -1.191 -2.108
O 0.93342 5.02980 1.40210 0.232 0.331 -0.195
H -1.55972 2.78815 3.08926 0.009 -0.268 -0.343
O -1.28051 3.35374 3.80924 0.172 0.338 0.141
O -2.22335 3.36907 -0.10034 -0.698 0.834 -0.331
H 2.15140 2.07627 0.38907 -0.081 0.055 0.275
H -4.02448 -1.07129 -1.80222 -0.527 -0.167 -0.397
H -2.38808 2.45339 0.12464 -0.014 -0.167 0.036
C 1.62177 -0.19180 -3.31101 -2.956 0.146 0.005
H -2.11152 0.30212 -2.27586 0.195 0.366 -0.233
H 0.13076 -2.16292 5.28308 0.331 -0.395 -0.128
H 2.01349 1.58189 -1.03517 -0.323 -0.049 -0.675
C 0.21394 -1.54206 4.39105 -0.618 -0.138 -0.204
H 1.80062 1.37907 -4.87308 -0.037 0.055 0.687
C 0.61233 -2.30810 3.12574 1.226 0.195 0.401
C -3.09815 -1.51766 -2.16386 0.983 1.016 -1.063
F -0.12071 -0.36224 0.50854 0.145 -0.598 -0.886
F -2.11994 0.74735 0.65458 -1.773 -0.285 -1.176
H 2.12323 -2.57196 -0.00728 0.393 -0.033 0.198
H -2.55837 -1.66077 -1.22777 0.543 -0.519 -0.168
C 2.42253 -1.29398 -2.63133 -0.853 -0.219 0.134
H 0.96449 4.16785 1.81721 -0.039 -0.318 0.097
```
Positions in Å, forces in eV/Å.

=====

[2]
Formula: C8H35N16O9
Source: the Open Molecules 2025 dataset
Level of theory: the ωB97M-V functional and the def2-TZVPD basis

HOMO = -10.92 eV
Electronic energy = -51130.9929 eV
Gap between HOMO and LUMO = 8.5150 eV
Total charge = +1
ΔE to the lowest compared entry with this formula, charge and spin = 5.988 eV
LUMO = -2.403 eV

Structure (XYZ):
```
68
Properties=species:S:1:pos:R:3:forces:R:3
H 3.97752 -2.58602 0.86481 0.323 0.130 -0.087
H 5.20925 -1.41221 0.35720 -0.212 -0.914 0.521
N -0.33196 -2.97803 -2.34099 4.621 -0.577 2.163
H -1.84379 1.05912 3.98917 -0.335 -0.066 0.051
N 0.72764 0.30289 -4.65231 0.893 -1.709 -3.295
N 3.96331 0.20184 -0.32880 1.192 3.638 -2.396
N -1.94962 0.05665 3.92641 -1.728 5.467 3.116
O -0.35033 0.72853 -2.78995 0.435 1.015 0.952
H 2.35274 1.85826 -4.13529 -0.494 -0.307 -0.032
H -0.92547 -2.30676 2.48601 -0.315 -0.889 0.616
H 0.59664 1.36391 2.12722 -0.350 -0.318 -0.248
H -0.33119 -2.93116 -1.33208 -0.588 -0.013 -0.581
O 0.41669 1.91535 -0.34836 -2.282 -0.590 -1.860
H 1.76724 2.50651 -2.73689 -0.804 -0.349 0.071
H -4.02569 1.35254 1.77551 0.749 1.546 0.114
H 3.32528 -2.79264 5.91773 -0.130 -0.004 -0.393
H -0.20594 0.33917 -0.77652 0.431 1.833 -0.632
H -2.26951 1.28276 -2.68828 -0.265 -0.168 -0.271
H -1.41634 2.74573 -1.42550 0.012 0.313 0.145
O -0.47085 -0.17547 2.23280 3.570 2.870 -2.316
N 2.20044 3.09658 0.09399 4.536 2.917 -0.545
C -3.29160 2.93966 -2.17737 0.949 0.943 0.318
N -4.51000 -0.65316 1.07437 -3.172 -2.974 1.860
H -3.80889 1.68030 -3.44121 0.440 -0.742 -0.352
C -1.40906 -2.92621 -3.07864 0.702 0.815 5.171
O 1.62655 -2.87711 4.12707 -5.694 -5.210 -0.336
O -4.31015 3.55645 -2.25280 -2.366 1.277 0.180
N -1.29469 -3.00158 -4.30624 0.534 -0.478 -9.346
H -2.19837 -2.87173 -4.73822 0.334 -0.065 -0.513
C 0.57784 1.00069 -3.53998 -1.583 -1.811 -0.204
H 3.66848 1.15918 -0.45795 -0.512 -0.454 -0.105
N 3.38315 -2.15540 5.13627 4.337 -0.124 4.526
N -1.36462 -1.81320 3.24998 0.384 -5.320 -0.556
N 1.17877 2.10083 1.75551 0.165 -0.056 1.445
H -2.05037 -2.21671 3.87210 0.602 -0.200 -0.229
H 4.14820 -1.49732 5.17774 -0.314 -0.109 0.035
C -1.11682 -0.55921 3.15823 -2.746 -1.922 -0.460
C 2.42408 -2.05812 4.28924 1.610 0.866 -0.563
H 2.31959 3.67242 -0.72718 -0.509 -0.303 0.155
H 1.84747 -1.01313 2.71348 0.096 -0.067 0.102
H -2.36554 4.07225 -0.77706 0.089 -0.213 -0.245
O -3.06553 -0.20103 -0.56682 0.805 -1.133 -1.457
O -0.23807 -0.59395 -0.55323 -0.524 -1.489 -0.475
H -4.81263 -1.51641 0.64622 0.128 0.177 0.085
N 1.55876 1.89350 -3.51204 2.200 3.037 1.847
O -2.46004 -2.74074 -2.58779 -5.067 0.376 2.614
H -0.46495 -2.96869 -4.88117 -0.185 -0.240 0.369
H 0.59655 -3.02832 -2.73525 -0.257 -0.106 -0.028
O 2.19703 -1.03313 0.41199 -6.058 -0.044 0.427
H 3.17079 -0.30457 3.53980 -0.143 -0.301 0.139
H -4.64305 -0.53798 2.06892 -0.278 -0.203 -0.350
H -1.10784 -0.73793 -0.17328 -1.514 -0.142 0.171
C 1.19007 2.37847 0.44298 -1.244 -1.930 1.709
H -2.82821 -0.30860 4.26519 0.633 -0.147 -0.035
N -3.28715 1.14819 1.11755 -0.047 2.292 2.441
H -2.65656 1.77922 0.64399 -0.459 0.419 0.203
N 2.52176 -1.07461 3.46291 0.230 4.965 -3.521
C -3.62823 0.07386 0.48091 2.669 -0.045 -2.788
H 0.21540 -0.50967 -4.96451 -0.354 0.476 0.644
N -2.95503 1.96375 -2.98222 -0.661 -2.262 -2.213
H 2.81230 3.29326 0.87312 0.228 0.633 -0.572
H 0.45939 -0.80369 0.07220 1.318 -0.009 0.877
H 4.87632 -0.06428 -0.66892 -0.232 1.015 -0.162
H 1.44369 0.62644 -5.28689 -0.359 -0.421 -0.149
C 3.31732 -0.84113 0.13493 2.878 0.186 1.024
N 4.24695 -1.68321 0.50089 2.325 -3.598 0.796
H 1.96319 2.38224 2.32613 -0.348 -0.006 -0.007
N -2.29215 3.24288 -1.34878 1.707 0.821 2.434
```
Positions in Å, forces in eV/Å.

=====

[3]
Formula: C8H36O12
Source: the Open Molecules 2025 dataset
Level of theory: the ωB97M-V functional and the def2-TZVPD basis

HOMO = -8.94 eV
Electronic energy = -33447.1597 eV
Gap between HOMO and LUMO = 8.6399 eV
Total charge = 0
ΔE to the lowest compared entry with this formula, charge and spin = 3.957 eV
LUMO = -0.303 eV

Structure (XYZ):
```
56
Properties=species:S:1:pos:R:3:forces:R:3
H 3.55435 1.72115 1.83533 -0.058 0.249 -0.205
H -4.61767 -2.09418 -0.09731 0.172 0.091 -0.651
O -0.49444 -4.39147 2.13045 -0.168 0.472 -0.722
H 3.77754 -1.92109 1.44274 -0.082 -0.109 -0.120
C 2.07071 -1.34088 -2.18630 -0.299 0.093 0.202
H -1.61974 0.60469 3.83983 0.717 -0.901 0.346
H 1.24688 4.11625 -0.57376 0.592 0.360 -0.491
C 1.00590 -0.14709 -0.35178 0.435 -0.700 0.414
O 4.55771 -1.37082 1.29172 0.256 0.259 0.011
C -0.64935 1.10686 3.98783 -1.108 1.084 -0.961
H -2.43993 3.46841 0.41007 0.610 -0.462 -0.049
O -2.06063 2.06495 -1.82111 -1.077 0.944 0.291
H 1.41912 -2.16957 -1.93601 0.252 -0.161 0.125
H -2.36376 2.98020 -1.95764 0.737 0.084 -0.802
O 0.86851 3.76194 -1.37941 -1.421 -0.657 0.208
O -2.18169 4.21429 -0.12473 -0.557 1.369 -0.210
H -2.46196 1.27991 -3.46090 -0.300 -0.327 0.000
H 2.74846 -1.47767 -3.01107 0.120 0.138 -0.238
H 2.35807 -0.45298 1.29065 0.180 0.651 -0.132
H -2.76227 -1.79476 -0.78615 -0.116 0.263 0.033
H 1.28959 3.99907 -2.20322 0.602 0.470 0.355
H 1.19407 -2.94838 1.87655 -0.172 -0.246 -0.678
H -0.06466 -0.23177 -0.48833 -0.126 0.601 -0.471
O -2.75143 0.55682 -4.04907 0.439 0.165 0.195
H -2.61746 0.13364 1.50558 -0.130 0.604 0.344
H -4.84797 -0.66692 -0.86228 0.508 -0.625 -0.452
C 1.93301 -0.20157 -1.51262 -0.498 0.192 -0.093
H -3.97561 0.79595 0.94561 0.044 -0.097 0.770
H -0.18946 -3.64217 -2.89498 0.049 0.263 0.272
O -1.08909 -3.35481 -3.05036 -0.472 -0.028 -0.499
H 2.09718 -2.64211 2.95321 0.613 0.087 -0.033
O -5.05298 -1.24467 -0.12990 -1.605 -0.052 0.668
H 2.66547 1.84494 -1.12470 -0.264 -0.259 0.409
H 3.64151 0.89986 -2.17722 -0.159 -0.065 -0.135
H -0.29279 -4.73343 1.24879 0.278 -0.353 0.178
H -1.90867 0.17448 -4.32002 -0.158 -0.169 -0.212
H 1.24864 1.52182 3.02079 -0.032 -0.261 -0.311
H -1.37394 -2.67228 -2.40355 0.604 -0.830 -0.115
O -1.86995 -1.72883 -1.13294 0.186 0.315 0.044
H -1.06810 2.12034 3.86226 0.721 0.248 0.330
O 2.11464 -2.68141 1.98539 -0.377 -0.335 1.028
H -1.86171 -0.92648 -1.67451 -0.198 0.130 0.183
C 1.37331 -0.21169 0.92748 -1.302 0.572 -0.176
O 4.34165 1.62038 1.28725 -0.134 -0.201 0.415
C 0.37504 0.87362 2.91507 -0.648 -0.106 0.591
H -0.21956 1.03509 4.98077 -0.277 -0.224 0.187
H 4.67344 0.77523 1.62617 0.197 -0.075 -0.209
H 2.15506 1.61346 -2.75153 -0.356 -0.361 -0.089
C 2.59556 1.09193 -1.90135 1.370 0.177 -0.203
H -0.52363 -0.73703 1.83143 -0.498 0.299 0.213
H -2.73007 1.95223 -1.13032 0.288 -1.307 0.267
H -1.20928 -3.78390 1.89509 -0.081 0.013 0.435
C 0.26906 -0.00233 1.92688 1.647 -0.637 -0.088
H -1.45545 4.03968 -0.73477 0.312 -0.580 0.640
O -3.25504 0.18414 0.79261 0.804 0.118 -0.773
H 4.43383 -0.98101 0.41828 -0.060 -0.185 -0.034
```
Positions in Å, forces in eV/Å.

=====

[4]
Formula: C8H36O12
Source: the Open Molecules 2025 dataset
Level of theory: the ωB97M-V functional and the def2-TZVPD basis

HOMO = -9.45 eV
Electronic energy = -33447.1493 eV
Gap between HOMO and LUMO = 9.5751 eV
Total charge = 0
ΔE to the lowest compared entry with this formula, charge and spin = 3.968 eV
LUMO = 0.120 eV

Structure (XYZ):
```
56
Properties=species:S:1:pos:R:3:forces:R:3
H -1.22930 -1.86326 4.07509 -0.893 -1.593 -0.161
O 1.81243 1.98390 1.63812 0.875 0.693 -1.270
O -0.75465 2.74652 -3.34452 2.053 1.050 -0.022
O 0.70278 3.27535 -0.63786 -0.564 0.697 0.386
C -1.13670 -1.69638 -2.83370 -0.724 0.772 0.379
O -1.54680 -4.26919 -0.05813 -0.284 0.230 0.919
C 2.91009 -0.77729 -0.41506 1.306 1.804 -2.423
H -1.04674 -3.45603 -0.20262 -0.024 -0.120 -0.121
H -0.27817 3.42551 -2.78872 -1.011 -0.755 -0.533
H 4.53878 0.56031 -1.06076 1.084 -0.589 -0.007
O -1.32401 1.34683 -1.20927 0.252 -1.551 -0.393
H 2.13593 -0.81674 2.00896 0.078 -0.212 -0.233
O 0.69186 0.76692 -4.10325 -0.643 -0.169 -1.499
C 1.31702 -0.97455 1.31347 -0.724 0.637 -2.515
H 1.17378 0.38318 4.11536 -0.177 0.495 -0.477
H -0.12848 0.23644 -4.02421 0.981 0.330 0.374
H 0.20294 -1.73307 3.37608 -0.682 -0.484 0.224
H -1.27398 1.65402 -2.13311 -0.028 0.930 0.053
H 2.73811 -2.97570 -0.74031 0.127 1.226 -0.172
H 0.55962 -2.73080 -1.81561 0.379 -0.974 -0.412
C 3.58286 0.41834 -0.62914 -3.303 -0.932 -0.356
H 3.90959 -2.16452 -1.74044 0.942 0.075 -0.432
O 0.57602 1.06007 3.76676 -0.186 0.452 0.203
H -2.40213 0.05285 -0.20820 -1.466 -0.390 0.071
O -3.35639 -0.21496 -0.34422 1.679 0.024 2.175
H -3.16787 -1.75595 1.48648 -2.014 -0.012 -0.418
H -3.37049 -0.08988 -1.26545 -0.570 0.150 -1.954
H 2.37944 1.46058 1.02879 -0.497 0.138 0.776
H 0.85301 1.38013 2.87618 0.446 -0.549 0.831
O -1.22564 3.21405 1.27283 1.931 2.371 0.412
H -0.18569 0.04975 -0.78493 0.407 -1.004 -1.058
H -1.85193 -2.52562 -2.68234 0.380 0.253 -0.482
C 0.40017 -0.87800 -1.00371 -1.493 0.913 0.246
C 1.48286 -0.88568 -0.06080 1.437 -0.426 4.947
O -2.49678 -2.39530 1.67576 2.464 2.454 0.085
H -0.49485 3.73865 1.75579 -1.805 -1.080 -1.199
H -0.13670 2.98359 -0.18904 1.065 0.247 -0.334
O -0.48439 -1.32511 3.91544 1.362 1.123 0.518
H 0.31335 -0.97203 1.73348 0.149 -0.078 -0.198
H 0.03217 2.31377 -3.80886 -1.502 0.282 0.412
H 4.09181 -2.46308 0.06746 0.971 0.051 -0.164
C 3.48401 -2.13002 -0.76440 -1.131 -1.133 1.164
H -2.03755 -4.02040 0.76785 0.438 -0.274 -1.122
O -1.71605 0.52285 2.40008 0.071 0.106 1.872
H -1.67492 1.97983 -0.61987 -0.878 1.493 0.575
H -2.65695 0.55564 2.56543 -0.747 0.108 -0.445
H 1.71944 2.82241 1.13463 -0.160 -0.534 0.351
H -1.74147 -0.74528 -2.71110 0.821 -0.949 0.230
H -1.39698 0.38023 3.35810 0.497 0.164 -2.081
H 1.22859 0.69020 -3.32956 0.238 -0.687 0.944
H -1.81000 -1.63838 1.53698 -0.599 -2.238 0.656
H 1.06444 2.50614 -1.06509 -0.056 -0.575 -0.169
H -1.35731 2.48031 1.85134 -0.316 -1.535 0.842
C 0.00043 -1.83033 -1.84324 -0.262 1.332 -0.170
H 2.99521 1.37736 -0.76810 0.480 -1.125 0.811
H -0.75845 -1.64079 -3.87175 -0.171 -0.639 0.367
```
Positions in Å, forces in eV/Å.